Density functional theory data (ωB97M-V with the def2-TZVPD basis set) for a structure of composition C41H62AlGe2NSSi4.

Structure (XYZ):
```
112
Properties=species:S:1:pos:R:3:forces:R:3
Ge 0.923 0.364 -1.102 0.5 0.0 0.2
Ge 0.416 0.737 -3.502 -0.2 0.0 0.0
S -4.258 3.212 -0.127 0.1 -0.1 0.0
Si -1.811 -4.135 3.002 -0.1 0.1 0.0
Si -0.088 -4.188 -0.280 -0.1 0.1 0.0
Si -0.356 -2.728 1.631 0.2 -0.4 0.2
Si 1.033 -1.626 3.276 0.0 0.1 0.0
Al -1.179 -0.258 0.059 -0.3 0.4 -0.4
N -2.078 1.852 -0.379 0.0 -0.3 0.2
C -1.168 1.836 -3.870 0.1 0.0 0.1
C -2.846 4.041 -0.675 0.0 0.0 0.0
C -3.340 1.765 -0.042 -0.1 0.1 0.0
C 5.234 -1.672 -1.083 0.0 0.0 0.0
C 2.988 -1.621 -0.232 -0.1 -0.1 0.0
C 3.637 -0.108 -1.959 0.0 0.0 0.0
C -3.622 -1.799 0.890 0.0 0.0 -0.1
C 0.863 5.526 -2.236 0.0 0.0 0.0
C 2.651 -0.588 -1.098 -0.2 -0.1 -0.1
C -3.930 0.504 0.397 0.0 -0.1 0.0
C 4.264 -2.160 -0.220 0.0 0.0 0.0
C -0.135 -0.416 4.127 0.0 -0.1 -0.1
C -3.070 -0.597 0.468 0.1 -0.1 0.1
C -2.670 -3.085 4.306 0.1 0.0 -0.1
C 1.350 6.723 -1.411 0.0 0.0 0.0
C -0.842 -5.496 3.867 0.0 0.1 -0.1
C -5.274 0.408 0.737 0.0 0.0 0.0
C -0.094 -1.069 -4.092 0.1 0.1 0.1
C -1.763 3.165 -0.759 0.0 0.1 -0.1
C 0.516 1.926 1.403 -0.1 -0.1 0.1
C 2.106 3.387 2.436 0.0 0.0 0.0
C -2.740 5.381 -1.032 0.1 0.0 0.0
C 0.252 -5.901 0.416 0.0 0.1 0.0
C 2.969 3.168 1.373 0.0 0.0 0.0
C 1.180 -3.910 -1.624 0.0 0.1 0.2
C -4.963 -1.915 1.231 0.0 0.1 0.0
C 1.636 -2.955 4.461 -0.1 0.1 -0.1
C 1.981 4.486 -2.272 0.0 0.1 0.1
C 1.885 1.315 -4.667 -0.1 0.0 0.1
C 2.596 2.336 0.327 0.0 -0.1 0.0
C 0.873 2.753 2.456 0.1 0.0 0.0
C 2.548 -0.650 2.764 -0.1 -0.1 -0.1
C -1.774 -4.077 -1.124 0.1 0.0 0.0
C -5.791 -0.805 1.159 0.0 0.0 0.0
C -0.420 4.970 -1.626 0.0 0.0 0.0
C -3.133 -5.084 2.038 0.1 0.1 0.0
C 1.352 1.706 0.314 0.0 0.0 -0.1
C 0.568 5.975 -3.674 0.0 0.0 0.0
C -0.544 3.650 -1.237 0.1 0.0 0.0
C -1.529 5.829 -1.500 -0.1 0.0 0.0
C 4.917 -0.643 -1.954 0.0 0.0 0.0
H 2.396 4.038 3.250 0.0 0.0 0.0
H -0.797 -1.546 -3.408 0.0 0.0 0.0
H 2.366 0.069 1.969 0.0 0.0 0.0
H 0.938 -4.619 -2.420 0.0 0.0 0.0
H 2.198 -4.098 -1.297 0.1 0.0 0.0
H -3.785 -5.563 2.772 0.0 0.0 0.1
H 2.864 -0.096 3.651 0.0 0.0 0.1
H 0.543 -6.564 -0.402 0.0 0.0 -0.1
H -1.008 2.899 -3.717 0.0 0.0 0.0
H -5.356 -2.867 1.557 0.0 0.0 0.0
H 6.231 -2.091 -1.076 0.0 0.0 0.0
H -6.836 -0.883 1.427 0.0 0.0 0.0
H -3.503 -3.644 4.735 0.0 -0.1 0.0
H 4.502 -2.966 0.463 0.0 0.0 0.0
H 0.201 5.142 -4.277 0.0 0.0 0.0
H -0.275 -6.108 3.169 0.0 -0.1 0.0
H -3.063 -2.150 3.908 0.0 0.0 0.0
H -2.009 1.520 -3.254 -0.1 0.0 0.0
H -1.428 1.669 -4.915 0.0 0.0 -0.1
H 2.410 2.200 -4.316 0.0 0.0 0.0
H 0.297 2.982 -1.319 -0.1 0.1 0.0
H 1.693 3.604 -2.847 0.0 0.0 0.0
H 2.261 4.172 -1.266 0.0 0.0 -0.1
H 1.532 6.430 -0.376 0.0 0.0 0.0
H -2.688 -5.878 1.442 0.0 -0.1 0.0
H 2.493 -2.566 5.015 0.0 0.0 0.0
H 0.631 7.541 -1.411 0.0 0.0 0.0
H 1.960 -3.855 3.940 0.0 0.0 0.0
H -2.131 -3.046 -1.183 0.0 0.0 -0.1
H 1.076 -5.882 1.129 0.1 0.0 0.0
H 2.283 7.103 -1.826 0.0 0.0 0.0
H 1.146 -2.910 -2.046 0.0 0.1 -0.1
H 3.413 0.697 -2.645 0.0 0.1 -0.1
H 0.773 -1.716 -4.205 0.1 0.0 0.0
H -1.704 -4.452 -2.147 0.0 -0.1 0.0
H 2.242 -2.018 0.442 0.0 0.0 0.0
H -0.181 6.765 -3.705 0.0 0.0 0.0
H 3.941 3.641 1.359 0.0 0.0 0.0
H 2.600 0.507 -4.801 0.0 0.0 0.0
H 0.446 0.292 4.719 0.0 0.0 0.0
H -1.439 6.864 -1.796 0.0 0.0 0.0
H -0.469 1.447 1.478 0.1 0.1 0.0
H -3.765 -4.497 1.379 -0.1 0.1 0.0
H -1.989 -2.845 5.121 0.1 0.0 0.1
H -0.848 -0.901 4.786 -0.1 -0.1 0.1
H 0.198 2.895 3.289 0.0 0.0 0.0
H 3.300 2.157 -0.476 0.0 0.0 0.0
H 1.435 1.544 -5.634 0.0 0.0 -0.1
H 3.375 -1.287 2.456 0.0 -0.1 0.0
H -1.565 -6.150 4.361 -0.1 0.0 0.0
H 1.476 6.357 -4.139 0.0 0.0 0.0
H -0.158 -5.134 4.624 0.1 0.1 0.1
H 2.861 4.917 -2.749 0.0 0.0 0.0
H -0.707 0.162 3.398 0.0 0.0 0.0
H -0.579 -0.974 -5.063 0.0 0.0 0.0
H -0.610 -6.340 0.910 -0.1 0.0 0.1
H -2.995 -2.674 0.937 0.0 -0.1 0.1
H -2.540 -4.652 -0.610 -0.1 0.0 0.1
H 5.665 -0.255 -2.631 0.0 0.0 0.0
H -3.590 6.043 -0.951 0.0 0.1 0.0
H -5.922 1.273 0.674 0.0 0.0 0.0
H 0.874 -3.236 5.183 -0.1 0.0 0.1
```
Positions in Å, forces in eV/Å.

LUMO (spin up / spin down)   -3.33 / -4.56 eV
ΔE to the lowest compared entry with this formula, charge and spin   84.00 kJ/mol
Multiplicity   2
Net charge   +1
⟨S²⟩   0.75
Gap between HOMO and LUMO (spin up / spin down)   6.6 / 6.2 eV



Density functional theory data (ωB97M-V with the def2-TZVPD basis set) for a structure of composition C41H62I2O30SSi in a non-equilibrium geometry.

Structure (XYZ):
```
137
Properties=species:S:1:pos:R:3:forces:R:3
I 4.333 1.998 -0.586 -0.2 -0.3 0.3
I 6.397 -0.527 0.799 -0.5 -0.1 0.4
S 1.705 0.794 2.740 -0.5 -0.3 0.5
Si -2.087 -0.184 0.159 -0.7 -0.8 -0.2
O 9.812 -0.737 -0.608 -0.3 -0.3 -0.5
O -1.834 7.627 -3.666 0.1 0.2 0.1
O -1.400 -0.548 8.197 0.2 0.1 0.2
O 4.857 -3.541 -3.195 -0.2 -0.2 0.0
O 10.099 -1.101 -2.796 -0.4 -0.1 0.4
O -4.678 -0.377 6.321 -0.2 0.1 0.2
O -6.741 -1.323 3.623 0.0 0.0 0.0
O 2.084 -0.575 -1.503 0.7 2.1 -2.1
O -6.003 0.727 3.046 -0.2 -0.1 0.1
O -6.060 1.141 7.234 0.0 0.1 0.0
O 4.111 -5.168 -1.824 -0.2 -0.2 0.0
O 1.388 -0.715 0.622 0.7 -0.1 0.4
O -0.812 0.677 -0.517 -0.3 -0.2 0.6
O -0.858 1.579 8.719 -0.1 -0.1 -0.2
O -0.739 9.414 -2.881 -0.1 -0.2 -0.1
O -4.323 4.656 -0.839 0.0 0.1 0.1
O -5.604 -0.788 8.308 0.1 0.1 -0.2
O 0.181 -5.481 -6.851 0.0 0.0 0.0
O -1.594 1.090 6.669 0.1 0.0 0.2
O -3.223 0.938 -6.133 -0.1 0.2 -0.1
O -0.661 8.933 -5.084 0.0 0.0 0.0
O -7.841 0.523 4.301 0.2 0.0 -0.2
O -2.278 4.193 -1.661 -0.2 0.0 -0.2
O 8.441 -2.156 -1.702 8.8 3.1 0.0
O 1.675 -6.844 -5.852 -0.1 0.2 0.0
O -2.516 3.042 -6.509 0.0 -0.2 -0.4
O -4.063 4.106 -3.006 0.2 0.1 0.3
O -4.204 2.165 -7.720 0.1 -0.1 0.2
O 5.931 -3.955 -1.285 -1.2 -0.6 -0.6
O 1.177 -4.875 -4.921 0.0 -0.3 -0.2
C 4.316 -0.441 1.196 0.5 -0.7 0.4
C -1.039 8.683 -3.989 0.0 0.0 0.0
C -1.880 7.534 -2.240 -0.1 -0.3 0.3
C 1.847 -1.223 -0.562 -0.3 -2.5 1.1
C -1.291 0.598 7.893 0.0 0.0 0.0
C -3.614 0.890 0.479 1.3 -0.3 0.0
C 10.953 -0.005 -2.461 0.2 0.3 -0.1
C -7.507 1.916 4.302 -0.1 0.3 0.2
C 3.527 0.468 0.682 -0.1 1.6 -1.1
C 6.765 -3.043 -2.017 -4.4 -1.6 -0.2
C 1.295 -3.478 0.501 0.0 -0.6 -0.3
C -2.915 3.991 -3.865 -0.1 0.1 -0.1
C -0.655 2.756 7.931 0.1 0.3 0.0
C -4.705 0.833 -7.879 -0.2 -0.2 -0.2
C -6.587 2.033 3.111 0.0 0.2 -0.1
C -3.623 4.348 -1.751 -0.2 -0.1 0.0
C -0.218 1.640 0.352 -0.1 0.4 -0.4
C 1.957 -5.590 -3.953 0.1 0.2 0.3
C 2.044 -2.722 -0.585 -1.4 0.2 0.6
C -4.379 0.202 -6.546 -0.2 -0.3 0.1
C -1.833 3.602 -2.892 0.4 -0.3 -0.1
C -1.566 2.517 6.749 -0.1 0.3 -0.2
C -4.023 -1.549 6.830 0.4 -0.3 -0.1
C 3.810 -1.508 2.121 1.1 -0.2 0.0
C -6.853 -0.140 3.654 0.0 0.0 0.1
C 2.618 -6.656 -4.791 0.2 -0.1 0.1
C 0.896 -5.727 1.524 0.0 0.5 -0.3
C -2.573 -1.512 -1.092 0.7 0.6 0.6
C -1.554 8.942 -1.806 -0.1 0.1 0.2
C 0.935 -5.709 -5.962 0.0 0.0 0.1
C 9.361 -1.406 -1.702 2.0 1.5 0.0
C 1.375 -4.983 0.255 0.2 0.0 1.2
C -1.661 -1.097 1.767 -0.4 0.7 -0.4
C 4.896 -4.305 -2.079 0.6 0.2 0.4
C -4.982 -2.013 7.899 0.0 -0.3 0.0
C 5.800 -2.471 -3.028 0.2 0.0 -0.1
C -3.245 2.136 -6.766 0.1 0.0 -0.2
C 11.057 -0.122 -0.960 0.3 0.2 0.2
C 2.018 0.521 0.925 0.0 1.6 0.3
C -5.499 0.090 7.285 0.0 -0.1 -0.1
C 1.300 1.678 0.214 -0.6 -0.5 0.1
H -4.181 0.357 -8.709 0.0 0.0 0.0
H -1.655 -2.164 1.571 0.3 -0.2 0.0
H 11.163 0.840 -0.465 -0.2 -0.1 0.1
H -0.564 2.624 0.033 -0.1 0.1 0.1
H 0.255 -6.571 1.301 0.0 -0.2 0.1
H -4.061 1.106 -0.486 -0.3 0.3 0.0
H 0.790 -5.290 -0.604 0.0 0.1 -0.3
H 1.286 -6.007 -3.199 0.0 0.0 0.0
H -1.133 6.810 -1.909 0.0 0.0 0.0
H -2.582 2.880 6.920 0.0 0.0 0.0
H 2.672 -4.937 -3.467 -0.2 0.1 -0.1
H 4.231 -2.452 1.789 -0.1 -0.3 0.0
H 0.247 -3.190 0.504 -0.2 0.2 0.0
H 7.189 -2.288 -1.358 -4.1 -1.5 0.6
H -8.401 2.528 4.210 -0.1 -0.2 0.0
H -0.856 3.987 -3.175 0.0 0.1 0.2
H 6.273 -2.223 -3.974 -0.1 -0.1 -0.1
H -5.771 0.845 -8.093 0.0 0.2 0.0
H 1.655 -3.298 1.509 0.3 0.3 0.1
H 2.426 -5.208 0.104 0.0 -0.3 -0.4
H -1.700 -2.144 -1.239 0.1 -0.1 -0.3
H 11.872 -0.775 -0.646 -0.1 0.0 0.0
H -4.154 -0.859 -6.621 0.2 0.1 0.1
H -2.728 4.956 -4.339 0.0 0.0 0.0
H -3.050 -1.259 7.232 -0.3 -0.1 -0.1
H -2.490 -0.921 2.451 -0.1 0.0 0.2
H -2.862 7.206 -1.903 0.0 0.0 -0.2
H -4.482 -2.491 8.738 -0.1 0.2 0.1
H 5.271 -1.592 -2.654 -0.1 0.0 0.1
H 1.652 2.621 0.618 0.1 0.1 0.1
H -0.557 1.506 1.383 0.2 0.0 0.1
H 2.784 1.487 3.146 0.1 -0.1 -0.6
H -2.897 -1.061 -2.023 -0.1 -0.2 -0.2
H 1.492 1.645 -0.850 0.2 0.0 -0.2
H 7.576 -3.605 -2.482 -0.7 -0.4 0.1
H -1.013 8.979 -0.864 0.2 0.1 -0.1
H -5.819 2.791 3.242 0.1 -0.2 0.0
H -1.187 2.948 5.826 0.0 -0.2 -0.1
H -3.340 -2.146 -0.658 -0.3 0.0 0.0
H -2.441 9.573 -1.730 0.0 0.0 -0.1
H 3.103 -2.957 -0.616 0.2 0.1 0.1
H -7.122 2.228 2.180 0.0 -0.1 0.0
H 4.228 -1.319 3.107 0.0 0.0 0.2
H -0.755 -0.757 2.252 0.3 -0.2 0.1
H 1.730 -6.034 2.144 0.2 -0.3 0.0
H 10.475 0.924 -2.778 0.0 0.0 0.0
H -0.917 3.648 8.496 0.0 -0.1 0.2
H 11.914 -0.097 -2.961 -0.1 -0.2 -0.1
H -1.763 2.521 -2.755 0.0 0.0 0.1
H -3.284 1.793 0.992 -0.3 0.3 -0.1
H -7.004 2.154 5.240 0.0 -0.1 0.0
H 2.738 -1.549 2.188 -0.1 -0.1 0.0
H -5.170 0.346 -5.808 0.0 0.1 0.0
H -4.302 0.369 1.138 -0.2 -0.1 -0.1
H 2.779 -7.583 -4.248 -0.1 -0.1 -0.1
H -5.751 -2.684 7.513 0.0 0.1 0.0
H 3.567 -6.324 -5.217 0.0 0.0 0.0
H -3.072 3.248 -4.634 -0.2 0.1 0.4
H -3.879 -2.286 6.043 -0.2 0.2 -0.2
H 0.397 2.812 7.646 0.0 -0.1 0.0
H 0.336 -5.021 2.134 -0.4 -0.1 0.1
H 1.598 -3.026 -1.528 0.3 -0.1 -0.4
```
Positions in Å, forces in eV/Å.

LUMO   -0.34 eV
Net charge   0
Gap between HOMO and LUMO   8.8 eV



| no. | DFT total energy (a.u.) |
| --- | --- |
| 1 | -7606.59462 |
| 2 | -5139.77811 |